1.
C5H8O | ωB97M-V/def2-TZVPD

Cartesian coordinates (Å):
C -1.217 0.167 -1.294
C -1.318 0.229 0.003
C -0.050 0.696 0.506
C 1.314 -0.207 0.039
C 0.779 0.953 -0.667
O -0.063 0.648 -1.765
H -1.941 -0.186 -1.994
H -2.181 -0.082 0.553
H 0.046 1.203 1.452
H 1.355 -1.151 -0.470
H 2.111 -0.083 0.745
H 1.363 1.830 -0.868
H 0.079 -1.747 1.671
H -0.278 -2.272 2.089

Properties
E_tot   -7358.855 eV
Molecular weight   84.12 g/mol
Highest occupied orbital energy   -8.0 eV
Energy relative to the best compared isomer or geometry (same formula, charge and spin)   78.4 kcal/mol

=====

2.
C90H90O30 | ωB97M-V/def2-TZVPD

Cartesian coordinates (Å):
C -1.869 -13.642 29.292
C -3.008 -13.680 28.592
C -3.807 -12.498 28.468
C -3.464 -11.292 29.088
C -2.326 -11.332 29.921
C -1.559 -12.503 30.079
O -0.529 -12.506 31.049
O -4.983 -12.616 27.821
H -1.298 -14.555 29.216
H -3.387 -14.606 28.185
H -4.069 -10.398 29.035
H -2.216 -10.385 30.428
H -0.401 -11.559 31.135
H -4.939 -13.303 27.152
C 1.701 -14.545 29.283
C 1.706 -15.807 29.817
C 1.768 -16.922 28.981
C 1.874 -16.690 27.591
C 1.862 -15.401 27.088
C 1.749 -14.311 27.924
O 1.501 -13.061 27.406
O 1.726 -18.168 29.350
H 1.812 -13.691 29.935
H 1.530 -16.029 30.860
H 1.751 -17.509 26.899
H 1.989 -15.306 26.020
H 0.802 -12.652 27.920
H 2.396 -18.673 28.884
C 6.873 -12.170 25.807
C 5.788 -12.234 24.964
C 4.598 -11.732 25.507
C 4.441 -11.087 26.768
C 5.578 -10.987 27.524
C 6.768 -11.574 27.113
O 7.844 -11.336 27.981
O 3.469 -11.872 24.720
H 7.792 -12.660 25.519
H 5.739 -12.860 24.085
H 3.480 -10.664 27.019
H 5.561 -10.333 28.384
H 7.850 -10.481 28.418
H 2.728 -12.006 25.315
C 1.687 -2.566 29.948
C 0.845 -3.726 29.858
C 0.695 -4.388 28.639
C 1.357 -3.892 27.455
C 2.103 -2.712 27.496
C 2.278 -2.074 28.689
O 3.031 -0.996 28.714
O 0.002 -5.542 28.697
H 1.578 -2.018 30.872
H 0.299 -4.068 30.724
H 1.477 -4.572 26.624
H 2.649 -2.428 26.609
H 3.332 -0.758 27.834
H -0.153 -5.717 29.628
C 3.587 -5.185 36.314
C 3.104 -5.470 35.113
C 3.999 -5.693 34.080
C 5.304 -5.521 34.242
C 5.841 -4.964 35.408
C 4.908 -4.850 36.460
O 5.367 -4.462 37.707
O 3.528 -6.121 32.870
H 2.919 -5.102 37.158
H 2.046 -5.667 35.017
H 5.972 -5.566 33.394
H 6.876 -4.691 35.552
H 4.851 -4.957 38.347
H 4.103 -5.745 32.200
C 1.567 -9.597 29.017
C 1.966 -8.491 28.206
C 3.121 -7.825 28.539
C 3.774 -8.137 29.767
C 3.294 -9.104 30.580
C 2.231 -9.815 30.183
O 1.840 -10.912 30.955
O 3.698 -6.872 27.760
H 0.691 -10.138 28.692
H 1.402 -8.286 27.309
H 4.629 -7.594 30.144
H 3.867 -9.286 31.477
H 2.235 -11.020 31.823
H 3.161 -6.841 26.965
C 5.718 -10.088 34.837
C 4.993 -10.943 34.010
C 3.619 -11.173 34.351
C 2.974 -10.642 35.466
C 3.745 -9.705 36.241
C 5.082 -9.513 35.919
O 5.792 -8.570 36.666
O 2.932 -12.008 33.450
H 6.674 -9.683 34.541
H 5.419 -11.386 33.122
H 1.911 -10.657 35.655
H 3.173 -9.265 37.044
H 5.234 -8.323 37.407
H 3.542 -12.728 33.272
C 4.913 -8.731 22.415
C 3.803 -8.193 23.047
C 3.785 -7.959 24.400
C 4.891 -8.083 25.196
C 6.075 -8.523 24.569
C 6.076 -8.934 23.266
O 7.229 -9.400 22.677
O 2.765 -7.391 25.054
H 4.879 -8.888 21.347
H 2.921 -8.104 22.431
H 5.042 -7.718 26.201
H 6.917 -8.490 25.243
H 8.014 -9.002 23.062
H 1.987 -7.447 24.496
C -2.423 -9.456 24.835
C -3.408 -10.337 24.295
C -3.099 -11.590 23.939
C -1.859 -12.138 24.140
C -0.881 -11.277 24.619
C -1.158 -9.955 25.013
O -0.071 -9.317 25.600
O -4.124 -12.380 23.436
H -2.749 -8.471 25.134
H -4.342 -9.883 24.000
H -1.698 -13.181 23.911
H 0.100 -11.724 24.674
H -0.160 -8.363 25.543
H -4.865 -11.978 23.896
C 5.017 -3.305 31.359
C 5.078 -4.253 30.337
C 6.257 -4.827 29.924
C 7.481 -4.503 30.474
C 7.455 -3.641 31.528
C 6.256 -3.000 31.945
O 6.435 -2.148 32.983
O 6.184 -5.995 29.206
H 4.083 -2.894 31.711
H 4.249 -4.680 29.791
H 8.317 -5.149 30.251
H 8.266 -3.492 32.225
H 5.605 -1.919 33.408
H 5.476 -6.284 28.627
C 8.037 -11.129 31.815
C 7.426 -10.286 30.933
C 8.208 -9.347 30.250
C 9.565 -9.318 30.442
C 10.194 -10.102 31.404
C 9.462 -11.046 32.022
O 10.057 -11.922 32.843
O 7.721 -8.666 29.177
H 7.490 -11.878 32.370
H 6.365 -10.363 30.744
H 10.118 -8.571 29.893
H 11.183 -9.929 31.802
H 11.014 -11.930 32.775
H 7.222 -7.902 29.473
C -2.111 -5.517 25.836
C -2.983 -4.828 25.045
C -2.785 -4.699 23.664
C -1.668 -5.280 23.066
C -0.899 -6.099 23.858
C -1.089 -6.128 25.243
O -0.214 -6.768 26.012
O -3.634 -4.062 22.876
H -2.383 -5.437 26.878
H -3.776 -4.198 25.419
H -1.367 -5.244 22.029
H -0.013 -6.498 23.388
H -0.168 -6.350 26.875
H -3.541 -4.140 21.924
C -2.000 -8.971 33.287
C -1.309 -7.842 32.913
C 0.056 -7.945 32.692
C 0.757 -9.119 33.045
C 0.082 -10.139 33.559
C -1.307 -10.062 33.692
O -1.928 -11.132 34.158
O 0.750 -6.866 32.122
H -3.058 -8.813 33.437
H -1.889 -6.954 32.712
H 1.829 -9.244 33.032
H 0.637 -10.945 34.017
H -2.680 -11.437 33.645
H 1.676 -6.742 32.344
C 4.789 -13.497 29.715
C 4.408 -13.495 31.049
C 4.970 -14.333 32.050
C 6.029 -15.188 31.699
C 6.490 -15.161 30.377
C 5.763 -14.409 29.376
O 6.145 -14.400 28.038
O 4.651 -14.180 33.345
H 4.344 -12.888 28.943
H 3.600 -12.804 31.240
H 6.691 -15.642 32.423
H 7.271 -15.823 30.033
H 6.073 -13.497 27.721
H 5.175 -14.804 33.854
C 8.723 -4.638 25.042
C 7.511 -4.671 25.687
C 6.334 -4.856 24.912
C 6.393 -4.660 23.512
C 7.610 -4.659 22.861
C 8.716 -4.582 23.658
O 10.003 -4.481 23.089
O 5.077 -4.870 25.407
H 9.617 -4.769 25.634
H 7.459 -4.577 26.762
H 5.377 -4.621 23.148
H 7.583 -4.500 21.793
H 10.620 -4.399 23.820
H 4.477 -5.378 24.856

Properties
E_tot   -156207.762 eV
Molecular weight   1651.68 g/mol
Highest occupied orbital energy   -7.7 eV
Energy relative to the best compared isomer or geometry (same formula, charge and spin)   98.0 kcal/mol

=====

3.
C3H4N2OS2 | ωB97M-V/def2-TZVPD

Cartesian coordinates (Å):
H -4.003 0.285 0.658
N -3.375 0.018 -0.156
C -1.969 -0.105 -0.391
N -0.990 -0.393 0.582
S 0.500 -1.228 -0.144
C 1.447 0.247 -0.166
S 1.098 1.747 0.029
C 2.962 0.018 -0.263
O 3.534 -1.078 0.184
H -1.715 -0.256 -1.400
H -0.996 -0.253 1.585
H 3.508 0.999 -0.517

Properties
E_tot   -29869.722 eV
Molecular weight   148.21 g/mol
Highest occupied orbital energy   -9.1 eV
Energy relative to the best compared isomer or geometry (same formula, charge and spin)   102.0 kcal/mol

=====

4.
C4H11NO3 | ωB97M-V/def2-TZVPD

Cartesian coordinates (Å):
C -0.078 2.485 0.011
N -0.246 1.033 0.120
C -1.409 0.498 -0.407
O -1.488 -0.624 -0.847
C 0.960 0.235 -0.021
C 1.830 0.375 1.211
O 2.504 1.657 1.119
H 0.310 2.852 0.956
H 0.682 2.756 -0.722
H -0.993 2.967 -0.337
H -2.272 1.093 -0.064
H 1.603 0.667 -0.791
H 0.667 -0.789 -0.216
H 1.271 0.455 2.136
H 2.576 -0.405 1.243
H 2.641 1.989 2.007
O -2.915 -5.847 -2.190
H -2.696 -6.418 -1.441
H -2.949 -4.981 -1.768

Properties
E_tot   -11958.268 eV
Molecular weight   121.14 g/mol
Highest occupied orbital energy   -9.5 eV
Energy relative to the best compared isomer or geometry (same formula, charge and spin)   42.5 kcal/mol

=====

| no. | frontier orbital gap (eV) | lowest unoccupied orbital energy (eV) |
| --- | --- | --- |
| 1 | 9.21 | 1.17 |
| 2 | 7.95 | 0.29 |
| 3 | 7.43 | -1.65 |
| 4 | 10.18 | 0.71 |